C51H96N4O19 | wB97M-V/def2-TZVPD

Cartesian coordinates (Å):
C -6.32 4.38 -1.52
C -4.98 4.95 -1.73
O -4.00 3.99 -1.28
C -4.72 2.86 -1.16
O -4.25 1.75 -0.78
O -5.95 3.00 -1.45
H -6.96 4.43 -2.40
H -6.91 4.85 -0.73
H -4.79 5.75 -1.01
H -4.78 5.09 -2.79
C -6.20 -2.26 -1.70
C -4.93 -1.57 -1.26
O -4.28 -1.37 -2.46
C -4.70 -2.23 -3.30
O -4.23 -2.41 -4.39
O -5.67 -2.90 -2.82
H -6.94 -1.50 -1.95
H -6.72 -2.96 -1.05
H -4.40 -2.26 -0.60
H -5.20 -0.67 -0.70
C -2.67 -0.85 6.22
C -1.60 0.11 6.11
O -0.94 -0.25 4.98
C -1.40 -1.40 4.46
O -1.21 -1.95 3.30
O -2.38 -1.80 5.21
H -3.69 -0.46 6.34
H -2.52 -1.35 7.17
H -0.89 0.12 6.94
H -2.09 1.07 5.95
C 5.69 -4.04 -1.15
C 4.69 -2.98 -0.83
O 4.14 -3.54 0.41
C 4.46 -4.91 0.51
O 3.99 -5.68 1.33
O 5.25 -5.26 -0.52
H 6.64 -3.87 -0.65
H 5.78 -4.27 -2.21
H 4.00 -2.85 -1.65
H 5.20 -2.03 -0.64
C -1.11 -1.25 -0.01
C -1.03 0.20 -0.35
O 0.24 0.41 -0.83
C 0.67 -0.73 -1.35
O 1.74 -0.98 -1.94
O -0.26 -1.76 -0.96
H -2.12 -1.65 -0.07
H -0.74 -1.35 1.01
H -1.33 0.86 0.46
H -1.74 0.41 -1.16
C 1.55 -7.60 -0.85
C 0.40 -6.51 -0.71
C -0.41 -6.59 -2.00
C -1.53 -7.69 -2.06
C -2.46 -7.80 -0.85
C -1.59 -7.77 0.49
N -0.49 -6.78 0.41
O 0.25 -6.69 1.66
C -2.54 -7.38 1.75
C -1.08 -9.19 0.73
C 1.02 -5.11 -0.55
H 1.22 -8.50 -1.36
H 1.91 -7.90 0.14
H 2.38 -7.13 -1.36
H -0.91 -5.64 -2.21
H 0.34 -6.83 -2.75
H -1.13 -8.70 -2.08
H -2.21 -7.48 -2.89
H -3.07 -8.71 -0.84
H -3.20 -7.01 -0.90
H -1.97 -7.52 2.67
H -2.86 -6.34 1.68
H -3.49 -7.92 1.72
H -0.24 -9.29 1.42
H -1.84 -9.67 1.36
H -0.95 -9.75 -0.19
H 1.57 -5.10 0.40
H 0.18 -4.42 -0.49
H 1.69 -4.94 -1.39
H 0.16 -5.74 1.75
C -3.24 4.88 2.66
C -2.81 3.75 3.66
C -1.97 2.67 2.95
C -0.44 3.07 2.90
C -0.01 3.14 4.39
C -0.62 4.34 5.18
N -2.08 4.38 4.83
O -2.83 5.51 5.38
C -0.63 4.03 6.73
C 0.25 5.48 4.73
C -4.15 3.12 4.12
H -3.95 4.64 1.87
H -2.34 5.30 2.21
H -3.87 5.64 3.13
H -2.13 1.80 3.59
H -2.14 2.50 1.89
H -0.24 3.97 2.33
H 0.13 2.22 2.53
H 1.06 3.01 4.57
H -0.29 2.25 4.95
H -1.23 3.22 7.14
H 0.33 3.67 7.10
H -0.90 4.97 7.21
H 0.04 5.59 3.67
H 0.14 6.43 5.25
H 1.32 5.27 4.81
H -5.03 3.76 4.24
H -3.89 2.74 5.11
H -4.52 2.24 3.58
H -3.23 5.18 6.19
C 7.34 3.80 2.05
C 6.64 2.50 1.72
C 5.55 2.29 2.78
C 4.36 1.47 2.43
C 3.85 2.04 1.16
C 4.83 2.15 -0.07
N 6.02 2.79 0.40
O 6.93 3.19 -0.55
C 5.11 0.76 -0.66
C 4.16 3.07 -1.07
C 7.56 1.25 1.71
H 7.74 3.67 3.06
H 6.86 4.77 1.94
H 8.31 3.87 1.57
H 5.97 1.74 3.63
H 5.15 3.18 3.27
H 3.57 1.54 3.18
H 4.62 0.41 2.37
H 3.14 2.84 1.35
H 3.02 1.38 0.92
H 5.69 0.71 -1.58
H 5.70 0.13 0.00
H 4.16 0.23 -0.76
H 3.15 2.77 -1.34
H 4.15 4.08 -0.66
H 4.77 3.05 -1.98
H 8.21 1.19 2.59
H 8.30 1.49 0.94
H 7.03 0.31 1.59
H 7.39 2.35 -0.60
C -3.12 1.55 -4.49
C -1.79 2.35 -4.88
C -0.89 2.35 -3.62
C 0.57 2.64 -3.90
C 1.11 1.66 -4.88
C 0.31 1.76 -6.21
N -1.10 1.70 -6.07
O -1.84 1.74 -7.22
C 0.82 3.00 -6.94
C 0.76 0.51 -7.08
C -2.12 3.85 -5.08
H -3.64 1.63 -5.44
H -3.70 1.93 -3.65
H -2.80 0.56 -4.17
H -1.32 3.02 -2.88
H -0.95 1.47 -2.98
H 1.11 2.66 -2.95
H 0.84 3.66 -4.19
H 0.93 0.67 -4.48
H 2.20 1.62 -5.02
H 1.76 3.43 -6.62
H 0.59 3.17 -8.00
H 0.20 3.82 -6.59
H 0.58 -0.42 -6.54
H 0.21 0.49 -8.03
H 1.79 0.69 -7.38
H -2.79 4.24 -4.31
H -2.63 3.95 -6.03
H -1.22 4.46 -5.04
H -2.36 0.94 -7.26

Results
SMILES: CC1(C)CCCC(C)(C)N1O.CC1(C)CCCC(C)(C)N1O.CC1(C)CCCC(C)(C)N1O.CC1(C)CCCC(C)(C)N1O.O=C1OCCO1.O=C1OCCO1.O=C1OCCO1.O=C1OCCO1.O=C1OCCO1
Strongest force on any atom in eV/Å: 6.98
Calculated total energy in eV: -99294.75330
Molar mass in g mol⁻¹: 1069.3
HOMO-LUMO gap in eV: 7.49
Energy above the lowest of the compared OMol25 structures with the same formula, charge and spin in eV: 5.2813

Here are the Löwdin charges for atoms 1 to 99, given in e: -0.097, -0.114, 0.068, -0.590, 0.069, 0.105, 0.139, 0.138, 0.141, 0.137, -0.106, -0.140, 0.115, -0.697, 0.149, 0.112, 0.134, 0.141, 0.132, 0.126, -0.120, -0.199, 0.067, -0.465, 0.061, 0.106, 0.143, 0.134, 0.151, 0.116, -0.129, -0.105, 0.032, -0.519, 0.130, 0.051, 0.134, 0.137, 0.128, 0.107, -0.164, -0.168, 0.080, -0.426, 0.103, 0.035, 0.130, 0.114, 0.127, 0.118, -0.014, -0.507, -0.115, -0.167, -0.136, -0.445, -0.098, -0.020, -0.031, -0.048, -0.015, 0.070, 0.074, 0.071, 0.114, 0.113, 0.092, 0.106, 0.112, 0.103, 0.069, 0.067, 0.069, 0.083, 0.072, 0.074, 0.068, 0.080, 0.093, 0.089, -0.037, -0.460, -0.109, -0.125, -0.150, -0.470, -0.075, -0.016, -0.027, -0.037, -0.043, 0.064, 0.077, 0.069, 0.099, 0.106, 0.104, 0.102, 0.114



C2H4NO4 | wB97M-V/def2-TZVPD

Cartesian coordinates (Å):
O -0.61 0.13 -2.12
C 0.57 0.59 -2.14
O 1.03 1.42 -1.31
H 1.21 0.30 -2.99
N 0.36 0.60 1.56
C -0.25 -0.60 1.40
O -0.78 -0.82 0.17
O -0.29 -1.46 2.28
H 0.60 1.05 0.61
H 0.72 0.69 2.50
H -0.78 -0.29 -0.79

Results
Strongest force on any atom in eV/Å: 2.19
Calculated total energy in eV: -11821.72172
Molar mass in g mol⁻¹: 106.1
Total charge: -1
HOMO-LUMO gap in eV: 9.80
Energy above the lowest of the compared OMol25 structures with the same formula, charge and spin in eV: 0.7285

What are the Löwdin partial charges on each atom? They are as follows, in elementary charge units: -0.096, -0.546, -0.093, 0.103, 0.127, -0.710, -0.014, -0.012, 0.101, 0.086, 0.055



C18H26N2O5 | wB97M-V/def2-TZVPD

Cartesian coordinates (Å):
C -5.03 -0.47 -2.42
C -5.46 -0.78 -1.00
C -4.75 -2.00 -0.43
H -4.93 -2.89 -1.04
H -5.08 -2.18 0.60
O -3.32 -1.86 -0.43
C -2.78 -1.09 0.50
O -3.41 -0.54 1.37
C -1.27 -1.04 0.34
H -0.81 -1.48 1.23
C -0.72 0.40 0.19
N -0.16 0.88 1.44
C -1.18 1.42 2.31
H -1.92 0.64 2.48
H -0.73 1.71 3.26
C -1.88 2.63 1.68
N -2.28 2.29 0.33
C -1.81 1.28 -0.42
O -2.24 1.07 -1.54
H -3.01 2.85 -0.10
H -1.22 3.50 1.66
H -2.77 2.89 2.26
C 1.00 1.74 1.25
C 2.15 0.94 0.70
C 2.46 -0.29 1.25
C 3.52 -1.04 0.75
C 4.28 -0.55 -0.30
C 3.98 0.69 -0.85
C 2.91 1.43 -0.35
H 2.69 2.38 -0.81
O 4.66 1.26 -1.88
C 5.74 0.57 -2.45
H 6.12 1.21 -3.24
H 6.54 0.40 -1.72
H 5.43 -0.39 -2.88
H 5.11 -1.13 -0.69
O 3.73 -2.24 1.36
C 4.79 -3.05 0.92
H 5.76 -2.56 1.04
H 4.76 -3.94 1.54
H 4.66 -3.35 -0.13
H 1.87 -0.68 2.07
H 1.28 2.13 2.24
H 0.79 2.59 0.59
H 0.09 0.35 -0.53
H -1.02 -1.63 -0.53
H -5.26 0.08 -0.36
H -6.54 -0.98 -0.96
H -5.62 0.34 -2.83
H -3.98 -0.18 -2.44
H -5.16 -1.35 -3.06

Results
SMILES: CCCOC(=O)C[C@H]1C(=O)NCCN1Cc1cc(OC)cc(OC)c1
Strongest force on any atom in eV/Å: 0.74
Calculated total energy in eV: -32305.72425
Molar mass in g mol⁻¹: 350.4
HOMO-LUMO gap in eV: 8.89
Energy above the lowest of the compared OMol25 structures with the same formula, charge and spin in eV: 1.9260

What are the Löwdin partial charges on each atom? They are as follows, in elementary charge units: -0.097, -0.222, -0.170, 0.128, 0.125, 0.011, -0.496, 0.104, 0.006, 0.136, -0.189, -0.132, -0.154, 0.108, 0.125, -0.149, 0.104, -0.451, 0.065, 0.153, 0.111, 0.123, -0.138, -0.213, 0.033, -0.257, 0.039, -0.261, 0.030, 0.123, -0.079, -0.090, 0.093, 0.096, 0.096, 0.092, -0.078, -0.091, 0.096, 0.093, 0.096, 0.125, 0.136, 0.127, 0.158, 0.128, 0.104, 0.110, 0.071, 0.049, 0.073



C5H7NS | wB97M-V/def2-TZVPD

Cartesian coordinates (Å):
C -0.06 -1.02 0.33
C 0.35 -1.00 -1.11
C -1.10 0.07 -0.15
C -0.87 1.51 -0.01
C -0.60 2.74 -0.37
H 1.84 0.44 0.96
H -0.32 -2.06 0.56
H 0.53 -2.04 -1.52
H 1.32 -0.38 -1.40
H -0.88 0.53 -2.04
H -2.14 -0.06 0.23
H -0.38 3.83 -0.44
N -0.92 -0.33 -1.52
S 1.26 -0.73 1.38

Results
Strongest force on any atom in eV/Å: 8.43
Calculated total energy in eV: -17619.35893
Molar mass in g mol⁻¹: 113.2
HOMO-LUMO gap in eV: 9.90
Energy above the lowest of the compared OMol25 structures with the same formula, charge and spin in eV: 4.2868

What are the Löwdin partial charges on each atom? They are as follows, in elementary charge units: -0.685, -0.260, -0.399, -0.071, 0.124, -0.102, 0.101, 0.118, 0.137, 0.094, 0.140, 0.033, 0.004, 0.766



Taking the records one at a time from the top gives LUMO energy values of 0.037 4.179 0.714 0.870 eV.